1.
C23H26BiF3N2O11S2Si as an isolated structure. Source: the OMol25 dataset; level of theory: ωB97M-V/def2-TZVPD.

- ΔE to the lowest compared entry with this formula, charge and spin (kJ/mol) = 43.3
- Kohn-Sham gap (eV) = 8.255
- HOMO energy (eV) = -9.244

```
69
Properties=species:S:1:pos:R:3:nbo_charge:R:1
Bi -1.391 0.281 -2.101 1.940
O -0.261 1.653 2.646 -0.676
C -0.562 1.911 1.365 0.791
O 0.216 1.825 0.460 -0.569
C -1.969 2.417 1.207 0.098
C -2.651 2.968 2.286 -0.190
C -3.919 3.475 2.074 -0.155
C -4.454 3.417 0.797 -0.223
C -3.692 2.837 -0.209 0.071
N -2.477 2.338 -0.017 -0.372
C -4.237 2.662 -1.602 0.774
O -5.039 3.629 -2.066 -0.641
O -3.987 1.696 -2.265 -0.555
H 0.681 1.417 2.672 0.510
H -2.186 2.990 3.260 0.250
H -4.488 3.903 2.888 0.234
H -5.455 3.778 0.601 0.229
H -5.031 4.394 -1.478 0.491
F 0.983 -2.894 -5.629 -0.306
C 0.623 -2.775 -4.354 0.712
F 1.567 -2.087 -3.710 -0.311
F 0.534 -3.988 -3.814 -0.310
S -1.001 -1.915 -4.262 2.330
O -1.895 -2.743 -4.998 -0.903
O -0.746 -0.559 -4.707 -0.963
O -1.265 -1.889 -2.780 -1.025
C 1.902 -3.477 -0.543 -0.637
C 2.699 -2.255 -0.193 0.013
C 3.943 -2.016 -0.783 -0.158
C 4.644 -0.853 -0.519 -0.212
C 4.105 0.083 0.356 -0.394
C 2.890 -0.152 0.975 -0.115
C 2.193 -1.317 0.698 -0.226
S 4.876 1.664 0.538 2.339
O 4.227 2.306 1.644 -0.951
O 6.299 1.514 0.489 -0.938
N 4.462 2.498 -0.809 -0.869
C 3.053 2.628 -1.175 -0.227
C 2.630 1.587 -2.219 -0.522
C 1.141 1.389 -2.212 0.823
O 0.337 2.285 -2.461 -0.667
O 0.745 0.186 -1.894 -0.804
H 2.543 -4.291 -0.880 0.217
H 1.204 -3.250 -1.349 0.240
H 1.321 -3.828 0.310 0.216
H 4.362 -2.750 -1.462 0.209
H 5.607 -0.671 -0.982 0.235
H 2.512 0.594 1.660 0.209
H 1.229 -1.491 1.162 0.218
H 5.122 2.373 -1.564 0.406
H 2.856 3.641 -1.521 0.215
H 2.471 2.488 -0.264 0.236
H 3.094 0.631 -1.989 0.239
H 2.932 1.887 -3.225 0.234
C -2.975 -0.626 3.686 -1.107
Si -2.174 -1.929 2.609 1.595
C -0.577 -2.511 3.382 -1.105
C -3.328 -3.359 2.304 -1.104
C -1.794 -1.145 0.983 -0.495
C -1.582 -0.628 -0.097 -0.512
H -3.271 -1.049 4.648 0.240
H -3.868 -0.218 3.207 0.237
H -2.281 0.196 3.877 0.239
H -0.764 -2.994 4.344 0.242
H 0.101 -1.673 3.558 0.236
H -0.075 -3.233 2.734 0.243
H -3.585 -3.862 3.240 0.238
H -2.867 -4.091 1.638 0.248
H -4.254 -3.020 1.835 0.244
```

2.
C23H26BrIrN3O4PSTe as an isolated structure. Source: the OMol25 dataset; level of theory: ωB97M-V/def2-TZVPD.

- ΔE to the lowest compared entry with this formula, charge and spin (kJ/mol) = 37.9
- Kohn-Sham gap (spin up / spin down) (eV) = 6.317 / 4.147
- HOMO energy (spin up / spin down) (eV) = -6.171 / -6.169
- 2S+1 = 5
- <S²> = 6.023

```
61
Properties=species:S:1:pos:R:3:mulliken_charge:R:1
Ir -1.329 0.171 -0.488 2.330
O -0.491 2.226 -0.824 -0.638
N -1.319 3.255 -0.774 0.431
C -0.799 4.448 -0.404 -0.232
C -1.575 5.572 -0.363 -0.776
C -2.928 5.471 -0.702 -0.204
C -3.442 4.248 -1.054 -0.775
C -2.632 3.101 -1.094 0.396
S -3.193 1.532 -1.492 -0.390
H 0.251 4.419 -0.153 0.488
H -1.128 6.510 -0.068 0.418
H -3.565 6.345 -0.676 0.401
H -4.486 4.122 -1.309 0.426
Br -3.826 -1.476 -0.042 -0.161
C -2.853 -3.064 -0.416 0.725
C -3.513 -4.241 -0.213 -0.676
C -2.870 -5.458 -0.517 -0.572
C -1.610 -5.442 -1.033 -0.907
C -0.927 -4.223 -1.260 1.060
C 0.366 -4.238 -1.839 -0.735
C 1.020 -3.072 -2.094 -1.045
C 0.432 -1.842 -1.739 -0.216
C -0.811 -1.750 -1.142 -0.350
C -1.534 -2.974 -0.930 0.242
H -4.523 -4.236 0.173 0.410
H -3.392 -6.392 -0.353 0.382
H -1.109 -6.368 -1.290 0.359
H 0.815 -5.195 -2.080 0.351
H 2.007 -3.083 -2.544 0.441
H 0.996 -0.938 -1.931 0.574
C 4.690 -2.626 1.200 -1.280
C 4.444 -1.269 0.588 -0.177
O 3.022 -1.048 0.576 -0.094
P 2.413 0.398 0.283 -0.458
O 0.930 0.301 0.305 -0.533
Te 3.195 2.023 1.843 -0.487
O 3.019 0.651 -1.174 -0.231
C 2.768 1.893 -1.872 0.004
C 4.056 2.666 -2.027 -1.256
H 5.762 -2.827 1.238 0.390
H 4.209 -3.408 0.609 0.289
H 4.290 -2.664 2.213 0.298
H 4.814 -1.216 -0.436 0.228
H 4.929 -0.482 1.172 0.321
H 2.004 2.465 -1.343 0.062
H 2.357 1.616 -2.841 0.319
H 4.404 3.043 -1.065 0.222
H 3.898 3.510 -2.701 0.423
H 4.830 2.026 -2.452 0.292
C -3.133 1.864 2.236 -1.040
C -2.102 0.852 2.585 0.315
N -1.448 0.070 1.751 0.062
C -0.583 -0.708 2.498 -0.446
C -0.729 -0.397 3.806 -0.799
N -1.692 0.595 3.846 -0.034
H -3.433 1.727 1.198 0.083
H -2.744 2.878 2.350 0.289
H -4.012 1.758 2.873 0.419
H 0.079 -1.416 2.030 0.462
H -0.243 -0.768 4.691 0.413
H -2.026 1.062 4.670 0.184
```

3.
A 2-piece molecular cluster, C23H26Cl2FN3O9S overall. Source: the OMol25 dataset; level of theory: ωB97M-V/def2-TZVPD.

- structure (SMILES) = CCOCCCCCc1c2c(c(C(=O)NC(=O)F)c(CC(=O)O)c1/C(Cl)=C(\C)Cl)C(=O)N(S)C2=O.C[N+](=O)[O-]
- Kohn-Sham gap (eV) = 8.387
- HOMO energy (eV) = -9.761

```
65
Properties=species:S:1:pos:R:3:nbo_charge:R:1
C -0.132 4.666 -5.010 -0.642
C 1.090 3.803 -4.764 -0.055
O 0.919 2.858 -3.730 -0.545
C -0.024 1.832 -4.007 -0.062
C 0.554 0.469 -3.649 -0.416
C 0.106 -0.018 -2.273 -0.405
C 0.912 -1.219 -1.795 -0.384
C 0.234 -2.035 -0.674 -0.464
C 0.327 -1.288 0.627 0.189
C 1.494 -1.289 1.414 -0.119
C 2.582 -2.232 1.059 -0.112
Cl 3.980 -1.636 0.262 0.061
C 2.456 -3.522 1.381 -0.018
C 1.291 -4.111 2.115 -0.660
Cl 3.667 -4.666 0.950 0.036
C 1.612 -0.494 2.566 0.134
C 2.883 -0.523 3.376 -0.593
C 3.989 0.464 3.017 0.805
O 4.897 0.645 3.766 -0.533
O 3.957 1.049 1.800 -0.683
C 0.512 0.276 2.991 -0.145
C 0.576 1.082 4.260 0.692
O 0.088 0.707 5.286 -0.510
N 1.356 2.246 4.206 -0.715
C 1.282 3.117 3.100 0.963
O 2.165 3.775 2.677 -0.490
F 0.057 3.131 2.547 -0.320
C -0.653 0.224 2.254 -0.084
C -0.739 -0.529 1.100 -0.169
C -2.123 -0.380 0.566 0.694
O -2.620 -0.794 -0.440 -0.542
N -2.844 0.351 1.549 -0.611
S -4.234 1.255 1.068 0.223
C -1.955 0.888 2.505 0.678
O -2.226 1.727 3.310 -0.511
H -0.917 4.124 -5.535 0.202
H -0.535 5.042 -4.072 0.213
H 0.135 5.512 -5.641 0.215
H 1.403 3.311 -5.691 0.157
H 1.913 4.439 -4.444 0.187
H -0.934 2.024 -3.433 0.171
H -0.298 1.848 -5.064 0.169
H 0.211 -0.252 -4.392 0.200
H 1.641 0.522 -3.674 0.217
H -0.952 -0.281 -2.305 0.208
H 0.196 0.811 -1.566 0.196
H 1.843 -0.838 -1.371 0.205
H 1.183 -1.869 -2.624 0.214
H -0.817 -2.179 -0.901 0.241
H 0.751 -2.987 -0.597 0.227
H 0.896 -3.421 2.855 0.230
H 0.488 -4.342 1.411 0.233
H 1.578 -5.047 2.580 0.246
H 2.681 -0.317 4.424 0.258
H 3.311 -1.523 3.339 0.269
H 3.086 1.397 1.580 0.490
H 1.282 2.753 5.084 0.436
H -3.701 2.452 1.334 0.128
C -5.242 -2.544 -0.786 -0.479
N -6.285 -3.576 -0.534 0.533
O -7.418 -3.343 -0.897 -0.372
O -5.923 -4.591 0.024 -0.384
H -5.704 -1.701 -1.285 0.232
H -4.830 -2.257 0.175 0.233
H -4.475 -2.999 -1.404 0.236
```

4.
One molecule with the formula C23H26ClFN2O5S. Source: the OMol25 dataset; level of theory: ωB97M-V/def2-TZVPD.

- structure (SMILES) = O=C(COC(=O)c1ccc(CNS(=O)(=O)c2ccc(F)c(Cl)c2)cc1)NCC1CCCCC1
- ΔE to the lowest compared entry with this formula, charge and spin (kJ/mol) = 0.0
- Kohn-Sham gap (eV) = 9.383
- HOMO energy (eV) = -9.403

```
59
Properties=species:S:1:pos:R:3:nbo_charge:R:1
O 3.378 3.511 -0.804 -0.617
C 2.168 3.555 -0.773 0.642
N 1.433 3.887 0.296 -0.621
H 0.428 3.767 0.247 0.430
C 2.003 4.173 1.592 -0.219
H 1.640 5.154 1.919 0.192
C 1.652 3.117 2.648 -0.220
C 2.200 1.745 2.261 -0.398
C 1.902 0.725 3.353 -0.398
C 0.399 0.635 3.595 -0.395
C -0.160 2.001 3.978 -0.391
C 0.143 3.023 2.885 -0.411
H -0.358 2.711 1.966 0.205
H -0.250 4.002 3.171 0.203
H -1.240 1.935 4.132 0.204
H 0.292 2.327 4.918 0.192
H 0.191 -0.091 4.383 0.206
H -0.091 0.287 2.682 0.189
H 2.290 -0.252 3.067 0.215
H 2.400 1.027 4.278 0.190
H 1.733 1.422 1.328 0.197
H 3.276 1.811 2.088 0.214
H 2.131 3.432 3.583 0.200
H 3.086 4.222 1.456 0.232
C 1.319 3.322 -2.044 -0.159
H 1.977 3.412 -2.910 0.222
H 0.523 4.073 -2.087 0.197
O 0.747 2.021 -2.157 -0.491
C -0.337 1.723 -1.442 0.790
O -0.798 2.436 -0.577 -0.626
C -0.962 0.450 -1.873 -0.100
C -0.740 -0.055 -3.151 -0.180
C -1.441 -1.162 -3.589 -0.214
C -2.362 -1.789 -2.759 -0.014
C -2.550 -1.307 -1.467 -0.205
C -1.865 -0.192 -1.028 -0.185
H -2.029 0.207 -0.039 0.235
H -3.253 -1.804 -0.815 0.221
C -3.155 -2.968 -3.252 -0.254
N -2.807 -4.152 -2.482 -0.864
S -1.228 -4.696 -2.666 2.312
O -0.643 -4.158 -3.858 -0.935
O -1.268 -6.115 -2.482 -0.933
C -0.465 -3.951 -1.229 -0.334
C 0.385 -2.876 -1.377 -0.190
C 0.917 -2.268 -0.248 -0.136
C 0.597 -2.791 1.004 0.456
C -0.247 -3.880 1.143 -0.291
C -0.792 -4.461 0.012 -0.157
H -1.450 -5.312 0.073 0.243
H -0.462 -4.251 2.133 0.240
F 1.117 -2.240 2.107 -0.315
Cl 1.937 -0.891 -0.394 0.054
H 0.622 -2.520 -2.366 0.264
H -3.447 -4.921 -2.613 0.412
H -2.955 -3.122 -4.320 0.208
H -4.223 -2.780 -3.111 0.221
H -1.273 -1.548 -4.583 0.230
H -0.035 0.438 -3.802 0.234
```